DFT (ωB97M-V/def2-TZVPD) results for a 7-piece molecular cluster, C5H25N2O6 overall in a non-equilibrium geometry.

XYZ file:
```
38
Properties=species:S:1:pos:R:3:lowdin_charge:R:1
C -1.17 1.41 1.88 -0.041
C -0.81 1.01 0.46 -0.342
C -0.32 2.21 -0.34 -0.162
C 0.17 1.84 -1.73 -0.133
C -0.55 1.33 -2.73 -0.182
N 0.06 0.74 -3.84 0.040
N 0.29 0.02 0.40 0.214
H -0.38 1.72 2.55 0.069
H -1.68 0.60 2.41 0.083
H -1.94 2.18 1.78 0.094
H -1.75 0.64 0.07 0.141
H 0.47 2.76 0.19 0.123
H -1.00 3.06 -0.40 0.129
H 1.25 1.84 -1.85 0.111
H -1.63 1.33 -2.78 0.127
H 0.96 1.09 -4.11 0.095
H -0.53 0.75 -4.67 0.092
H 0.51 -0.07 -0.60 0.123
H 0.09 -0.87 0.86 0.122
H 1.15 0.38 0.83 0.120
H 1.05 -1.34 -3.11 0.022
H 2.16 -2.13 -2.37 0.053
O 1.21 -1.97 -2.40 -0.054
H 3.47 -0.54 2.01 0.047
H 2.73 -1.82 1.55 0.062
O 2.66 -0.86 1.61 -0.042
H -4.56 -0.27 0.15 0.032
H -4.47 -0.63 -1.43 0.036
O -4.43 0.05 -0.75 -0.054
H 2.20 2.15 3.56 0.064
H 3.01 1.16 2.71 0.018
O 2.13 1.53 2.83 -0.047
H -0.54 -2.89 3.07 0.060
H 0.21 -4.09 2.44 0.058
O 0.21 -3.13 2.52 -0.045
H -0.10 -3.32 0.48 0.013
H 0.16 -3.16 -0.97 0.029
O -0.31 -2.71 -0.25 -0.076
```

calculated total energy	-766.2280	a.u.
HOMO	-11.55	eV
LUMO level	-2.5	eV
net charge	+1
frontier orbital gap	9.04	eV

---

DFT (ωB97M-V/def2-TZVPD) results for C26H27FeN5 as an isolated structure.

XYZ file:
```
59
Properties=species:S:1:pos:R:3:lowdin_charge:R:1
Fe -1.34 0.03 -0.14 0.681
C 2.96 -4.91 -0.18 -0.035
C 2.23 -3.62 -0.45 -0.250
C 2.84 -2.39 -0.23 -0.011
C 2.16 -1.20 -0.43 -0.002
C 0.85 -1.20 -0.90 -0.222
N 0.14 0.01 -1.10 -0.032
C 0.69 1.03 -1.87 -0.179
C 1.73 0.77 -2.78 -0.001
C 2.25 1.75 -3.59 -0.020
C 1.75 3.05 -3.58 -0.260
C 2.27 4.11 -4.51 -0.038
C 0.71 3.32 -2.70 0.026
C 0.20 2.34 -1.85 -0.103
N -0.84 2.72 -0.96 -0.036
C -1.13 3.96 -0.52 -0.018
C -2.31 3.89 0.20 -0.012
C -2.67 2.56 0.17 -0.097
N -1.79 1.85 -0.55 -0.021
C 0.24 -2.43 -1.11 -0.113
C 0.91 -3.62 -0.88 0.038
N -1.13 -2.48 -1.51 -0.055
C -1.74 -3.31 -2.37 -0.018
C -3.09 -3.03 -2.35 -0.019
C -3.22 -1.99 -1.43 -0.085
N -2.03 -1.66 -0.92 -0.005
H 4.03 -4.76 -0.22 0.083
H 2.71 -5.29 0.81 0.093
H 2.69 -5.67 -0.91 0.085
H 3.86 -2.36 0.13 0.123
H 2.65 -0.25 -0.24 0.133
H 2.14 -0.23 -2.84 0.118
H 3.06 1.50 -4.27 0.123
H 3.33 3.94 -4.73 0.083
H 1.73 4.09 -5.46 0.091
H 2.17 5.10 -4.09 0.082
H 0.27 4.31 -2.69 0.119
H -0.49 4.79 -0.75 0.134
H -2.81 4.70 0.69 0.113
H -3.50 2.06 0.65 0.124
H 0.38 -4.56 -1.02 0.130
H -1.17 -4.03 -2.93 0.140
H -3.86 -3.51 -2.92 0.111
H -4.11 -1.46 -1.12 0.123
C -1.68 1.36 4.90 -0.050
C -0.93 0.13 4.36 -0.632
C 0.55 0.23 4.74 -0.048
C -1.54 -1.15 4.95 -0.049
C -1.05 0.10 2.90 -0.086
C -1.15 0.07 1.69 -0.042
H -1.60 1.39 5.99 0.089
H -2.74 1.31 4.64 0.086
H -1.26 2.28 4.50 0.086
H 0.66 0.25 5.82 0.089
H 1.00 1.14 4.33 0.087
H 1.10 -0.63 4.35 0.087
H -1.45 -1.13 6.04 0.089
H -1.02 -2.03 4.58 0.087
H -2.59 -1.24 4.69 0.087
```

calculated total energy	-2544.1404	a.u.
HOMO (spin up / spin down)	-10.61 / -10.62	eV
<S²>	0.861
LUMO level (spin up / spin down)	-4.0 / -3.1	eV
spin multiplicity	2
net charge	+1
frontier orbital gap (spin up / spin down)	6.62 / 7.54	eV

---

DFT (ωB97M-V/def2-TZVPD) results for a 2-piece molecular cluster, C19H34BBrN3O7 overall in a non-equilibrium geometry.

XYZ file:
```
65
Properties=species:S:1:pos:R:3:lowdin_charge:R:1
C -3.79 -2.03 -1.28 0.135
C -3.73 -1.03 -1.97 -0.055
C -3.32 0.29 -2.64 -0.421
C -4.65 1.15 -2.68 -0.184
N -4.39 2.54 -3.13 0.018
C -2.89 0.11 -4.16 -0.051
N -1.47 0.55 -4.39 -0.050
C -1.33 2.04 -4.61 0.025
B -0.63 2.45 -6.01 -0.524
O 0.66 1.96 -6.29 0.148
O -1.26 3.29 -6.94 0.152
C -0.56 0.04 -3.30 -0.572
Br -0.70 -1.95 -3.34 1.006
O 0.77 0.45 -3.67 -0.026
C 1.61 -0.61 -3.86 -0.366
N 2.42 -1.26 -4.37 0.221
C -1.06 0.51 -1.88 -0.258
C -0.15 1.53 -1.13 -0.099
C 0.23 1.11 0.37 -0.120
C 1.78 0.74 0.39 -0.065
C 1.97 -0.45 1.39 -0.444
O 2.19 -0.19 2.55 0.117
O 1.86 -1.79 1.02 -0.046
C 0.63 -2.38 1.55 -0.174
C -0.36 -2.58 0.33 -0.083
O -2.40 1.05 -1.86 -0.037
H -4.00 -2.80 -0.53 0.072
H -5.47 0.65 -3.24 0.143
H -4.97 1.21 -1.61 0.138
H -5.26 2.88 -3.53 0.089
H -4.18 3.14 -2.33 0.089
H -3.10 -0.91 -4.56 0.139
H -3.52 0.80 -4.78 0.145
H -1.16 0.08 -5.25 0.183
H -0.74 2.50 -3.78 0.148
H -2.32 2.57 -4.57 0.124
H 1.20 2.22 -5.52 0.115
H -0.92 4.19 -6.75 0.133
H -1.11 -0.41 -1.23 0.099
H 0.79 1.82 -1.64 0.111
H -0.74 2.48 -1.01 0.131
H 0.09 2.02 1.00 0.126
H -0.44 0.30 0.73 0.110
H 2.33 1.60 0.83 0.130
H 2.20 0.53 -0.62 0.114
H 0.16 -1.64 2.24 0.121
H 0.84 -3.36 2.03 0.132
H -1.35 -2.09 0.49 0.064
H 0.11 -2.09 -0.55 0.029
H -0.52 -3.65 0.06 0.083
C 3.51 -1.88 5.22 -0.076
C 2.39 -1.38 6.11 -0.281
O 2.46 -1.85 7.45 -0.161
C 3.63 -1.51 8.17 -0.280
C 3.84 -0.01 8.32 -0.082
H 3.52 -2.97 5.20 0.083
H 3.37 -1.51 4.20 0.049
H 4.49 -1.55 5.57 0.068
H 1.43 -1.73 5.71 0.114
H 2.34 -0.28 6.10 0.106
H 4.51 -1.99 7.72 0.106
H 3.52 -1.95 9.16 0.119
H 3.97 0.48 7.35 0.064
H 4.73 0.19 8.91 0.078
H 2.98 0.45 8.81 0.081
```

calculated total energy	-4033.7934	a.u.
HOMO	-10.68	eV
LUMO level	-3.7	eV
net charge	+1
frontier orbital gap	7.01	eV

---

DFT (ωB97M-V/def2-TZVPD) results for C14H12F6IrN2O12S2 as an isolated structure.

XYZ file:
```
49
Properties=species:S:1:pos:R:3:lowdin_charge:R:1
Ir -0.76 -0.62 0.64 1.763
O 5.29 -1.50 0.72 0.105
C 3.96 -1.43 0.88 -0.258
C 3.35 -0.68 1.89 0.105
C 1.98 -0.66 1.94 -0.156
N 1.24 -1.33 1.07 0.040
C 1.81 -2.05 0.11 -0.151
C 3.17 -2.16 -0.02 0.111
C 0.77 -2.64 -0.79 -0.528
O 0.97 -3.38 -1.71 0.138
O -0.44 -2.27 -0.40 -0.145
C 1.11 0.01 2.97 -0.569
O 1.57 0.56 3.95 0.118
O -0.15 -0.14 2.69 -0.137
H 5.73 -0.94 1.37 0.125
H 3.91 -0.13 2.64 0.144
H 3.60 -2.76 -0.80 0.145
F -2.32 3.42 4.30 0.159
C -2.35 2.18 3.82 -0.686
F -1.49 1.43 4.45 0.181
F -3.58 1.68 3.96 0.152
S -2.05 2.29 1.99 0.669
O -2.14 0.92 1.45 -0.394
O -3.05 3.18 1.51 -0.228
N -0.58 2.84 1.95 -0.252
S 0.39 2.57 0.76 0.649
O 0.47 1.15 0.37 -0.409
O 1.64 3.21 0.94 -0.214
C -0.37 3.33 -0.75 -0.677
F 0.55 3.37 -1.71 0.158
F -0.80 4.55 -0.49 0.166
F -1.38 2.57 -1.16 0.144
C -4.25 -1.91 -0.46 0.055
C -2.94 -1.37 -0.03 -0.604
O -2.35 -1.78 1.03 -0.049
O -2.29 -0.50 -0.69 -0.075
H -4.78 -2.33 0.39 0.102
H -4.06 -2.70 -1.19 0.110
H -4.83 -1.13 -0.93 0.104
C -0.72 -0.73 -3.67 0.003
C 0.61 -0.37 -3.07 -0.460
C 1.79 -0.26 -4.00 -0.002
O 0.73 -0.21 -1.88 0.016
H -0.71 -0.74 -4.76 0.081
H -1.49 -0.05 -3.30 0.085
H -0.98 -1.73 -3.30 0.093
H 1.58 0.45 -4.79 0.090
H 1.94 -1.24 -4.47 0.096
H 2.68 0.03 -3.45 0.085
```

calculated total energy	-3052.9491	a.u.
HOMO (spin up / spin down)	-9.30 / -10.02	eV
<S²>	0.756
LUMO level (spin up / spin down)	-1.2 / -1.8	eV
spin multiplicity	2
frontier orbital gap (spin up / spin down)	8.06 / 8.18	eV